# 1
{
  "formula": "C33H35LaO2P",
  "method": "ωB97M-V/def2-TZVPD",
  "elements": ["La", "C", "C", "C", "C", "C", "C", "C", "P", "C", "C", "C", "C", "C", "C", "C", "C", "C", "C", "C", "C", "C", "C", "H", "H", "H", "H", "H", "H", "H", "H", "H", "H", "H", "H", "H", "H", "H", "H", "H", "H", "H", "H", "C", "C", "C", "C", "C", "C", "C", "C", "C", "C", "H", "H", "H", "H", "H", "H", "H", "H", "H", "H", "H", "H", "C", "C", "O", "O", "H", "H", "H"],
  "xyz": [[-0.4482, -0.0473, -1.6864], [-2.7345, -1.6192, 1.7857], [-1.8896, -1.4498, 3.0050], [-2.1876, -2.1599, 4.1645], [-1.4255, -2.0265, 5.3140], [-0.3391, -1.1672, 5.3241], [-0.0291, -0.4504, 4.1791], [-0.7899, -0.5810, 3.0172], [-0.3657, 0.3700, 1.5181], [1.3368, 0.9538, 1.8513], [2.3301, 0.1562, 1.2845], [3.6714, 0.4934, 1.3706], [4.0330, 1.6604, 2.0215], [3.0555, 2.4562, 2.5953], [1.7045, 2.1214, 2.5401], [0.7288, 3.0291, 3.2308], [-1.5017, 1.7755, 1.4752], [-2.5027, 1.9444, 2.4273], [-3.4977, 2.8905, 2.2604], [-3.4876, 3.6707, 1.1046], [-2.4928, 3.5232, 0.1623], [-1.4487, 2.5861, 0.3089], [-0.4247, 2.4166, -0.7114], [-3.5879, -2.2658, 1.9838], [-2.1531, -2.0702, 0.9816], [-3.1192, -0.6716, 1.4061], [-3.0379, -2.8315, 4.1566], [-1.6817, -2.5953, 6.1991], [0.2647, -1.0515, 6.2147], [0.8249, 0.2144, 4.1800], [2.0528, -0.7268, 0.7169], [4.4124, -0.1391, 0.9008], [5.0730, 1.9556, 2.0812], [3.3435, 3.3628, 3.1150], [1.2278, 3.5333, 4.0594], [-0.1324, 2.4970, 3.6266], [0.3426, 3.7895, 2.5486], [-2.5111, 1.3135, 3.3097], [-4.2743, 3.0043, 3.0051], [-4.2673, 4.4048, 0.9396], [-2.4990, 4.1473, -0.7239], [0.5935, 2.3867, -0.3079], [-0.4742, 3.1824, -1.4896], [1.2462, -3.2408, -3.1397], [2.1560, -2.0280, -3.0692], [3.6071, -2.4322, -3.2105], [1.8072, -0.8989, -2.1320], [1.6614, -0.7564, -3.7187], [2.6019, 0.1625, -4.4095], [2.1547, 1.2250, -5.1100], [0.7638, 1.4753, -5.3492], [-0.1109, 0.4654, -5.0054], [0.2725, -0.6605, -4.2752], [1.6585, -4.0649, -2.5502], [1.1238, -3.5920, -4.1695], [0.2460, -3.0438, -2.7476], [3.8646, -3.1661, -2.4418], [4.2830, -1.5869, -3.0939], [3.8121, -2.8904, -4.1834], [2.6945, -0.3892, -1.7358], [3.6662, 0.0204, -4.2714], [2.8874, 1.9053, -5.5363], [0.4467, 2.3266, -5.9340], [-1.1455, 0.5122, -5.3412], [-0.4007, -1.5124, -4.2304], [-2.7564, -3.4421, -1.3639], [-3.3552, -2.0374, -1.4013], [-4.5360, -1.8496, -1.1643], [-2.5153, -1.1040, -1.7188], [-3.3698, -4.1084, -0.7600], [-1.7286, -3.4437, -0.9984], [-2.7270, -3.8311, -2.3842]],
  "forces_ev_per_a": [[0.217, 0.420, -0.911], [-0.166, -0.059, -0.148], [0.056, 0.057, 0.203], [-0.023, -0.007, -0.047], [-0.002, -0.024, 0.048], [0.003, -0.007, -0.008], [-0.011, -0.052, -0.075], [0.059, 0.231, 0.240], [0.207, -0.165, -0.184], [-0.030, 0.178, 0.104], [0.083, -0.048, -0.146], [-0.048, -0.006, -0.016], [0.045, -0.022, -0.027], [0.006, -0.021, 0.065], [0.099, -0.096, -0.048], [-0.101, 0.066, 0.072], [-0.023, -0.007, -0.116], [-0.080, 0.077, 0.051], [0.019, -0.004, -0.005], [-0.019, -0.017, 0.033], [0.026, 0.016, -0.006], [-0.065, -0.049, 0.043], [0.083, 0.132, 0.128], [-0.006, -0.008, -0.023], [0.027, -0.018, -0.062], [-0.004, 0.031, -0.006], [-0.012, -0.008, 0.008], [0.000, 0.000, 0.010], [0.009, -0.004, 0.018], [0.008, -0.004, 0.029], [-0.042, 0.017, 0.027], [0.036, -0.005, 0.009], [0.013, 0.003, 0.001], [0.002, 0.017, 0.012], [-0.011, 0.059, -0.017], [0.016, -0.037, 0.014], [-0.032, -0.011, -0.026], [0.003, -0.016, 0.000], [-0.020, 0.011, -0.008], [-0.017, 0.008, 0.017], [0.014, 0.001, -0.012], [0.011, 0.014, 0.028], [0.005, -0.047, 0.016], [-0.075, -0.063, 0.016], [-0.129, 0.215, -0.176], [0.055, 0.075, -0.153], [0.056, -0.526, 0.798], [0.220, 0.098, 0.390], [-0.056, 0.023, -0.085], [0.244, 0.099, 0.040], [-0.097, 0.007, 0.070], [-0.213, 0.043, -0.021], [-0.334, -0.222, 0.234], [0.019, -0.001, 0.044], [0.049, -0.025, -0.013], [0.009, 0.038, -0.014], [-0.016, -0.015, 0.057], [-0.008, 0.018, 0.012], [-0.013, -0.029, -0.041], [0.024, 0.034, -0.169], [0.016, -0.050, -0.080], [-0.010, 0.000, -0.004], [-0.036, 0.019, 0.007], [0.010, 0.041, -0.036], [0.060, -0.098, -0.238], [-0.113, -0.080, -0.064], [-0.084, -0.011, -0.010], [0.002, -0.191, 0.044], [0.134, -0.108, 0.080], [-0.014, 0.031, -0.006], [-0.009, 0.065, 0.043], [-0.023, 0.018, -0.015]],
  "lumo_energy_ev": 2.49,
  "multiplicity": 1,
  "charge": -1,
  "orbital_gap_ev": 4.897,
  "de_lowest_ev": 0.000
}


# 2
{
  "formula": "C33H35N3OPdSSi2",
  "method": "ωB97M-V/def2-TZVPD",
  "elements": ["Pd", "C", "C", "C", "C", "C", "C", "N", "N", "C", "C", "C", "C", "C", "N", "H", "H", "H", "H", "H", "H", "H", "H", "H", "C", "Si", "C", "C", "C", "C", "C", "C", "C", "Si", "C", "C", "H", "H", "H", "H", "H", "H", "H", "H", "H", "H", "H", "H", "H", "H", "H", "H", "O", "S", "C", "C", "C", "C", "C", "C", "C", "C", "C", "C", "C", "C", "H", "H", "H", "H", "H", "H", "H", "H", "H", "H"],
  "xyz": [[-0.6374, 0.0759, -1.6024], [-4.1714, 2.2408, 2.4281], [-2.8825, 2.4956, 1.9756], [-2.4223, 1.9147, 0.8072], [-3.2500, 1.0728, 0.0650], [-4.5480, 0.8190, 0.5168], [-4.9947, 1.3977, 1.6907], [-2.7329, 0.5207, -1.1155], [-3.6596, 0.0688, -1.9374], [-3.1864, -0.4625, -3.0836], [-4.1315, -0.9450, -4.0201], [-3.7011, -1.5496, -5.1633], [-2.3198, -1.6758, -5.3926], [-1.4574, -1.1631, -4.4578], [-1.8563, -0.5526, -3.3345], [-4.5302, 2.6956, 3.3409], [-2.2342, 3.1585, 2.5349], [-1.4162, 2.1084, 0.4494], [-5.1859, 0.1680, -0.0622], [-6.0003, 1.1903, 2.0344], [-5.1780, -0.8266, -3.7843], [-4.4140, -1.9303, -5.8816], [-1.9319, -2.1598, -6.2752], [-0.3917, -1.2368, -4.5952], [2.8521, 0.8911, -1.6999], [1.5871, -0.3973, -2.2776], [1.9218, -0.4377, -4.1490], [2.1225, -2.0817, -1.6037], [3.3868, -2.6412, -1.8088], [3.7060, -3.8844, -1.2925], [2.7594, -4.5969, -0.5632], [1.5014, -4.0583, -0.3596], [1.1729, -2.8014, -0.8772], [-0.5312, -2.0368, -0.6569], [-1.8359, -3.0877, -1.5015], [-0.9928, -1.9750, 1.1564], [3.7998, 0.6817, -2.1997], [3.0388, 0.8649, -0.6335], [2.5568, 1.9082, -1.9604], [2.9974, -0.3134, -4.2857], [1.4282, 0.3711, -4.6891], [1.6513, -1.3801, -4.6193], [4.1328, -2.1006, -2.3779], [4.6897, -4.3055, -1.4572], [3.0067, -5.5700, -0.1585], [0.7714, -4.6246, 0.2060], [-1.8630, -4.0614, -1.0092], [-1.6217, -3.2446, -2.5558], [-2.8234, -2.6358, -1.4138], [-1.1685, -3.0019, 1.4856], [-1.9105, -1.4078, 1.3137], [-0.2175, -1.5565, 1.7883], [0.3367, 1.1413, 0.6497], [1.4430, 0.7502, 1.5785], [0.7309, 0.8701, 3.2226], [1.5034, 0.5361, 4.3259], [0.9374, 0.6151, 5.5864], [-0.3864, 1.0127, 5.7327], [-1.1480, 1.3294, 4.6200], [-0.5910, 1.2575, 3.3498], [2.5222, 2.1752, 1.7018], [2.0039, 3.4373, 1.4594], [2.8499, 4.5315, 1.5297], [4.1937, 4.3557, 1.8326], [4.7011, 3.0857, 2.0602], [3.8646, 1.9819, 1.9810], [2.5304, 0.2233, 4.2059], [1.5264, 0.3590, 6.4561], [-0.8235, 1.0693, 6.7196], [-2.1801, 1.6285, 4.7315], [-1.1716, 1.4807, 2.4631], [0.9570, 3.5479, 1.2155], [2.4608, 5.5236, 1.3476], [4.8507, 5.2125, 1.8793], [5.7500, 2.9509, 2.2826], [4.2536, 0.9837, 2.1309]],
  "forces_ev_per_a": [[-0.264, 0.128, -0.092], [0.092, 0.016, -0.039], [-0.633, 0.327, -0.179], [-0.195, 0.235, -0.407], [0.088, -0.026, -0.040], [-0.056, -0.057, 0.018], [-0.032, -0.011, 0.032], [-0.047, 0.060, -0.115], [0.117, 0.106, 0.199], [-0.049, 0.045, 0.025], [0.045, 0.019, 0.053], [0.088, -0.019, -0.054], [-0.052, 0.006, 0.004], [0.029, 0.032, -0.110], [-0.068, 0.017, 0.154], [-0.031, 0.032, 0.039], [-0.099, 0.086, -0.026], [-0.315, 0.030, 0.050], [-0.004, -0.002, -0.004], [-0.006, 0.000, 0.011], [-0.043, 0.009, 0.022], [-0.020, -0.022, -0.032], [0.019, -0.022, -0.045], [0.087, -0.001, -0.018], [-0.193, -0.026, -0.075], [0.121, -0.266, 0.082], [-0.104, 0.044, 0.115], [0.098, 0.130, -0.113], [-0.023, 0.012, 0.033], [0.017, -0.053, 0.012], [0.033, -0.017, 0.007], [0.030, 0.028, -0.019], [-0.172, -0.098, 0.131], [0.266, -0.158, -0.165], [0.101, 0.098, 0.036], [-0.076, 0.097, -0.099], [0.067, -0.009, -0.041], [0.010, -0.027, 0.212], [-0.031, 0.054, -0.025], [0.074, 0.015, -0.023], [-0.024, 0.055, -0.021], [-0.055, -0.111, -0.013], [0.069, 0.053, -0.047], [0.020, -0.010, -0.001], [0.007, -0.019, 0.003], [-0.061, -0.042, 0.044], [0.000, -0.094, 0.046], [0.029, -0.024, -0.093], [-0.068, 0.031, 0.031], [-0.026, -0.070, 0.024], [-0.058, 0.038, 0.010], [0.156, 0.093, 0.095], [0.203, -0.061, -0.203], [0.041, -0.022, 0.133], [0.033, -0.052, 0.092], [-0.075, 0.026, -0.010], [0.010, -0.020, 0.028], [0.018, 0.006, 0.017], [0.089, -0.014, -0.056], [0.321, -0.193, -0.071], [-0.009, 0.000, -0.106], [0.062, -0.019, 0.073], [-0.045, -0.007, -0.008], [0.026, -0.010, 0.005], [0.008, 0.009, -0.019], [-0.063, 0.022, 0.068], [0.120, -0.040, -0.009], [0.018, 0.000, 0.028], [-0.018, -0.006, 0.049], [-0.097, 0.016, -0.010], [0.482, -0.344, 0.451], [-0.074, 0.001, -0.034], [-0.007, 0.031, -0.016], [0.027, 0.043, 0.014], [0.046, -0.004, 0.003], [0.023, -0.071, -0.011]],
  "lumo_energy_ev": [0.29, -0.60],
  "multiplicity": 3,
  "orbital_gap_ev": [6.424, 7.354]
}


# 3
{
  "formula": "C33H35N5O2RbSTe",
  "method": "ωB97M-V/def2-TZVPD",
  "elements": ["Rb", "C", "C", "C", "C", "C", "C", "C", "C", "C", "H", "H", "H", "H", "H", "H", "H", "H", "H", "H", "H", "H", "C", "O", "C", "O", "N", "N", "H", "H", "H", "H", "H", "H", "N", "C", "C", "C", "C", "C", "C", "N", "C", "C", "C", "S", "C", "N", "H", "H", "H", "H", "H", "H", "H", "Te", "C", "C", "C", "C", "C", "C", "C", "C", "C", "C", "C", "C", "H", "H", "H", "H", "H", "H", "H", "H", "H", "H"],
  "xyz": [[-0.0654, 0.0118, -1.9400], [-0.5182, 3.3945, -4.5158], [-1.3058, 2.8194, -3.3688], [-1.0658, 3.2371, -2.0637], [-1.8291, 2.7613, -0.9962], [-1.6297, 3.3061, 0.3925], [-2.8115, 1.8128, -1.2551], [-3.0748, 1.3681, -2.5505], [-4.1725, 0.3699, -2.7984], [-2.3193, 1.8866, -3.5976], [0.4934, 3.6610, -4.2098], [-0.9967, 4.3021, -4.8886], [-0.4543, 2.6937, -5.3480], [-0.2854, 3.9679, -1.8749], [-0.5861, 3.2547, 0.7084], [-2.2401, 2.7691, 1.1181], [-1.9245, 4.3565, 0.4276], [-3.3932, 1.4135, -0.4310], [-5.1481, 0.8591, -2.7783], [-4.1755, -0.4016, -2.0265], [-4.0614, -0.1114, -3.7700], [-2.5282, 1.5687, -4.6142], [3.6592, -4.0074, -0.7450], [2.8002, -3.0332, -1.3384], [3.2598, -1.8176, -1.6775], [2.4892, -1.0036, -2.1384], [4.5859, -1.5944, -1.4805], [5.0910, -0.3133, -1.6943], [3.0379, -4.8806, -0.5740], [4.0460, -3.6552, 0.2133], [4.4720, -4.2803, -1.4206], [5.1565, -2.2767, -1.0120], [5.8244, -0.3341, -2.3898], [5.4351, 0.0843, -0.8293], [-2.7728, -3.1792, 0.7444], [-2.5140, -2.4187, 1.8695], [-2.6764, -2.6595, 3.2302], [-2.3013, -1.6419, 4.0850], [-1.7877, -0.4259, 3.6036], [-1.6268, -0.1970, 2.2533], [-1.9892, -1.2197, 1.3760], [-1.9181, -1.2648, -0.0098], [-2.3927, -2.4377, -0.3386], [-2.5689, -2.9140, -1.7119], [-3.4400, -3.8840, -2.1100], [-3.3452, -4.0962, -3.7971], [-2.1588, -2.8652, -3.8654], [-1.8437, -2.3338, -2.7248], [-3.1044, -4.1275, 0.7254], [-3.0807, -3.5907, 3.6042], [-2.4116, -1.7817, 5.1519], [-1.5179, 0.3461, 4.3122], [-1.2295, 0.7400, 1.8823], [-4.1368, -4.4496, -1.5135], [-1.7109, -2.5729, -4.8041], [2.6630, 1.6333, 0.1207], [1.8563, 2.7687, 1.7176], [1.8339, 4.1521, 1.5732], [1.2347, 4.9455, 2.5415], [0.6635, 4.3639, 3.6639], [0.7013, 2.9850, 3.8159], [1.2912, 2.1856, 2.8457], [2.6723, -0.2064, 1.1556], [3.8308, -0.6591, 1.7813], [3.8211, -1.8541, 2.4898], [2.6517, -2.5976, 2.5875], [1.4919, -2.1457, 1.9741], [1.5068, -0.9592, 1.2537], [2.2859, 4.6196, 0.7053], [1.2218, 6.0209, 2.4205], [0.2002, 4.9828, 4.4206], [0.2726, 2.5263, 4.6983], [1.3100, 1.1112, 2.9814], [4.7366, -0.0659, 1.7411], [4.7228, -2.1917, 2.9851], [2.6423, -3.5190, 3.1556], [0.5675, -2.7038, 2.0661], [0.5840, -0.6070, 0.8101]],
  "forces_ev_per_a": [[-0.023, 0.054, -0.135], [-0.004, -0.001, 0.008], [0.008, 0.003, 0.015], [-0.016, 0.003, -0.016], [-0.067, 0.020, -0.008], [0.027, -0.023, -0.005], [-0.045, 0.025, 0.015], [0.048, 0.022, -0.006], [0.008, -0.009, 0.004], [0.011, -0.028, 0.043], [0.001, -0.001, -0.001], [-0.001, -0.001, -0.003], [0.002, 0.001, -0.003], [-0.009, 0.011, 0.004], [-0.016, -0.020, -0.009], [-0.002, -0.002, 0.001], [0.009, 0.003, 0.009], [-0.010, 0.013, -0.004], [-0.001, -0.001, 0.000], [-0.001, 0.000, -0.002], [-0.003, 0.000, -0.001], [0.016, -0.019, 0.002], [0.007, -0.002, -0.007], [0.006, -0.011, -0.030], [-0.014, 0.022, 0.072], [0.008, -0.023, 0.012], [0.019, -0.002, -0.007], [-0.016, 0.014, -0.013], [-0.002, 0.000, 0.004], [-0.003, 0.000, -0.012], [0.001, -0.007, 0.000], [-0.012, -0.010, -0.001], [0.005, -0.005, 0.002], [0.006, -0.004, 0.003], [0.000, -0.005, -0.004], [0.013, 0.009, -0.005], [-0.001, -0.005, -0.009], [0.002, -0.007, -0.003], [0.001, 0.000, 0.012], [-0.013, -0.009, 0.000], [-0.026, 0.024, 0.014], [0.034, -0.052, -0.013], [-0.056, 0.014, 0.037], [-0.019, 0.010, -0.024], [0.021, -0.028, 0.020], [-0.004, 0.042, -0.024], [-0.003, -0.046, 0.014], [0.016, 0.033, 0.020], [-0.002, 0.001, 0.001], [0.001, 0.002, 0.006], [-0.001, 0.004, 0.001], [0.004, 0.004, -0.004], [0.003, 0.011, 0.004], [0.001, -0.001, 0.000], [0.000, -0.006, -0.002], [0.014, 0.014, 0.083], [-0.042, -0.053, -0.012], [0.034, 0.001, -0.016], [0.026, 0.002, -0.007], [-0.012, -0.014, 0.012], [-0.006, 0.044, -0.006], [0.019, -0.032, -0.011], [-0.005, 0.059, -0.025], [0.014, -0.010, 0.006], [-0.006, 0.007, 0.007], [0.002, 0.010, 0.001], [0.004, -0.016, -0.010], [-0.014, -0.028, 0.041], [-0.008, 0.017, -0.001], [0.001, 0.001, -0.005], [0.002, -0.001, 0.001], [0.000, -0.004, -0.001], [-0.003, 0.002, -0.006], [-0.004, 0.007, -0.005], [-0.001, -0.003, 0.001], [0.000, -0.001, 0.001], [-0.001, 0.002, -0.003], [0.081, -0.025, -0.015]],
  "lumo_energy_ev": -2.07,
  "multiplicity": 1,
  "charge": 1,
  "orbital_gap_ev": 7.993,
  "de_lowest_ev": 0.308
}


no.,E_tot (eV)
1,-49033.1508
2,-71376.8559
3,-65115.5498